Entry from the Open Molecules 2025 dataset: one molecule with the formula C23H22ClN3O4 in a non-equilibrium geometry (wB97M-V/def2-TZVPD).

The geometry in XYZ format:
```
53
Properties=species:S:1:pos:R:3:forces:R:3
O 2.08514 2.47565 -2.03295 0.0 0.1 -0.2
C 2.56923 1.70984 -1.22850 0.5 -0.3 0.2
C 4.06976 1.38175 -1.29377 -0.1 0.3 -0.4
O 4.44548 0.49442 -0.26335 0.0 -0.1 0.1
C 5.74817 0.09881 -0.17787 0.2 -0.2 0.1
C 6.76306 0.50682 -1.03567 -0.4 0.1 0.0
C 8.05413 0.03985 -0.85327 0.1 -0.2 0.2
C 8.33502 -0.83282 0.18217 -0.1 0.1 -0.1
Cl 9.94900 -1.41240 0.40454 0.2 -0.1 0.0
C 7.33072 -1.24736 1.04482 0.0 0.1 -0.1
C 6.04590 -0.78231 0.86306 -0.1 0.1 -0.2
N 1.92716 1.07469 -0.22955 0.2 -0.3 0.3
C 0.57551 1.14364 0.13577 -0.4 0.2 0.0
C 0.17396 0.47611 1.28909 0.0 0.1 -0.2
C -1.13930 0.51325 1.70439 0.0 0.0 -0.1
C -2.11170 1.20371 0.97123 0.3 0.1 -0.1
N -3.41587 1.26263 1.44689 -0.2 0.1 0.1
C -4.39565 2.11081 0.81017 0.0 0.0 0.0
C -5.02976 1.41853 -0.42082 0.1 0.2 -0.2
N -4.88506 -0.01420 -0.25470 -0.1 0.1 0.0
C -4.19671 -0.70479 -1.20059 -0.2 0.3 0.0
O -3.96778 -0.21876 -2.29756 0.1 -0.2 -0.1
C -3.75000 -2.08158 -0.92428 0.4 -0.6 -1.1
C -3.34146 -2.99410 -1.86483 -0.3 0.7 0.5
C -2.92161 -4.13875 -1.15644 0.0 0.0 0.6
C -3.09053 -3.84246 0.16190 0.3 -0.6 -0.5
O -3.58952 -2.60788 0.31544 -0.1 0.3 0.3
C -5.16212 -0.42520 1.09803 0.1 -0.2 0.3
C -4.02597 0.07923 2.02075 -0.2 -0.1 0.2
C -1.69302 1.87226 -0.18197 -0.2 -0.1 0.2
C -0.37548 1.84742 -0.59263 0.3 0.0 -0.1
H 4.26763 0.94756 -2.28277 0.0 0.1 0.1
H 4.61612 2.33121 -1.21892 -0.1 -0.1 0.0
H 6.56692 1.18617 -1.84923 0.0 0.1 -0.1
H 8.83973 0.35804 -1.52021 0.1 0.0 0.0
H 7.55580 -1.92805 1.85031 0.0 -0.1 0.1
H 5.25112 -1.09266 1.52269 -0.1 0.0 0.1
H 2.50528 0.48600 0.35730 0.0 0.1 -0.2
H 0.90256 -0.06738 1.87512 0.1 0.0 0.1
H -1.40501 0.01666 2.62511 0.0 0.0 0.1
H -3.93783 3.05974 0.53363 -0.1 0.0 0.0
H -5.16726 2.31898 1.55943 0.0 0.1 -0.1
H -6.09011 1.67933 -0.50804 0.1 0.0 0.0
H -4.52536 1.68532 -1.35094 -0.1 0.0 0.1
H -3.35148 -2.84277 -2.92388 0.0 0.1 -0.2
H -2.54361 -5.05166 -1.56804 0.1 -0.2 0.0
H -2.89966 -4.40540 1.05473 0.0 0.0 0.2
H -6.11783 0.02770 1.38246 0.0 -0.1 0.0
H -5.26519 -1.50538 1.16735 -0.1 0.2 0.1
H -3.27604 -0.70369 2.11959 -0.1 0.1 0.0
H -4.42875 0.31128 3.01479 0.0 -0.1 0.0
H -2.39619 2.41368 -0.79210 -0.1 0.0 -0.1
H -0.08156 2.36853 -1.48786 0.0 0.0 0.0
```
Positions in Å, forces in eV/Å.

Output
- ΔE to the lowest compared entry with this formula, charge and spin: 9.1 kcal per mole
- LUMO: 0.61 eV
- Net charge: 0
- Orbital gap: 0.2950 Ha
- E_HOMO: -0.2727 Eh
- SMILES: O=C(COc1ccc(Cl)cc1)Nc1ccc(N2CCN(C(=O)c3ccco3)CC2)cc1

---

Entry from the Open Molecules 2025 dataset: C23H22FN2SeTa as an isolated structure in a non-equilibrium geometry (wB97M-V/def2-TZVPD).

The geometry in XYZ format:
```
50
Properties=species:S:1:pos:R:3:forces:R:3
C -2.07533 2.11191 2.03373 -0.6 0.0 -0.3
H -2.89218 1.90887 1.33213 0.2 0.0 0.1
H -2.13370 3.17574 2.30511 0.2 -0.3 0.1
H -2.24173 1.50860 2.93506 -0.1 0.2 -0.2
C -0.75360 1.76658 1.41808 -0.4 1.6 2.8
C -0.66757 0.83392 0.27242 1.0 -0.7 -0.7
H -0.82943 -0.23236 0.53937 0.8 0.6 0.0
C -0.43939 1.05954 -1.14394 -2.0 -2.0 -3.1
C -1.42053 1.52473 -2.17483 0.4 0.7 -0.2
H -0.87585 1.86304 -3.06587 -0.2 -0.1 0.1
H -2.00141 2.38133 -1.80359 0.1 -0.4 0.0
H -2.09815 0.70979 -2.47387 0.1 0.3 0.3
C 1.07132 -0.31863 -2.66904 0.6 0.2 -0.7
C 0.08450 -1.09190 -3.30980 0.3 0.0 0.5
C 0.47633 -1.98832 -4.29943 0.2 0.1 0.1
H -0.27719 -2.62609 -4.76400 0.3 0.2 0.0
C 1.82326 -2.05951 -4.67838 -0.1 0.0 0.0
H 2.11925 -2.75654 -5.46270 -0.1 0.2 0.2
C 2.79485 -1.25609 -4.06217 -0.1 0.0 0.0
H 3.83706 -1.29962 -4.37183 -0.3 -0.1 0.0
C 2.43188 -0.39351 -3.03885 -0.6 0.0 0.1
C 0.44443 2.66798 3.35893 0.8 0.5 -0.5
C 0.01365 1.85899 4.41279 0.2 -0.1 -0.3
C 0.40336 2.18055 5.71369 -0.1 0.2 -0.2
H 0.09821 1.52655 6.53278 0.1 0.3 -0.2
C 1.18340 3.32197 5.94830 -0.3 -0.1 -0.1
H 1.47881 3.56156 6.96860 0.0 -0.1 -0.3
C 1.53924 4.17305 4.89524 -0.3 -0.2 0.0
H 2.10634 5.08531 5.09325 -0.2 -0.3 -0.1
C 1.17254 3.83857 3.59095 0.0 -0.2 0.0
C -1.82771 -5.23120 -1.40638 0.4 0.6 0.2
H -2.34570 -6.14011 -1.74467 0.3 0.5 0.2
C -2.55381 -4.18982 -0.80772 1.2 -0.2 -0.3
H -3.63318 -4.28193 -0.65566 0.4 0.3 0.2
C -1.88991 -2.99072 -0.36661 -0.6 1.9 0.7
H -2.45284 -2.19077 0.10716 -0.2 -0.3 0.0
C -0.55953 -2.95081 -0.60758 -3.5 -4.3 -1.2
C 0.17505 -3.89631 -1.17845 3.1 1.4 0.1
H 1.23309 -3.59250 -1.28169 -0.1 -1.0 -0.5
C -0.43947 -5.11014 -1.59062 -1.0 0.4 0.4
H 0.14777 -5.90855 -2.04781 0.1 0.5 0.1
N 0.78756 0.45873 -1.54578 -3.5 -0.4 0.9
N 0.38079 2.16153 1.98728 -2.0 -2.0 -2.2
Ta 1.32367 1.62023 -0.05470 3.3 3.8 4.0
H 3.15452 0.22478 -2.49108 -0.2 -0.3 -0.4
H -0.94368 -1.04946 -2.94003 0.3 0.0 -0.4
H -0.55716 0.95890 4.17378 0.3 0.2 0.4
H 1.45011 4.45296 2.73484 0.1 -0.1 0.3
F 2.84707 0.79767 0.52367 1.5 -0.6 0.2
Se 1.33100 3.82154 -0.84003 0.1 -1.1 -0.1
```
Positions in Å, forces in eV/Å.

Output
- ΔE to the lowest compared entry with this formula, charge and spin: 21.8 kcal per mole
- LUMO: -10.63 eV
- Net charge: +2
- Orbital gap: 0.1251 Ha
- E_HOMO: -0.5159 Eh

---

Entry from the Open Molecules 2025 dataset: C23H22GeLiNO2 as an isolated structure (wB97M-V/def2-TZVPD).

The geometry in XYZ format:
```
50
Properties=species:S:1:pos:R:3:forces:R:3
Li -3.52846 1.25891 -0.56717 -0.2 -0.2 -0.1
O -1.41418 3.08461 2.10925 -0.1 -0.1 0.0
C -1.74258 2.61603 1.02248 -0.2 0.0 0.3
O -2.83247 1.97338 0.79685 0.3 0.2 -0.1
C -0.78896 2.79399 -0.16025 0.1 0.1 -0.1
C -0.37094 1.50628 -0.87228 -0.1 -0.1 0.0
Ge 0.57777 0.18877 0.22846 0.1 0.1 0.1
C -0.59554 -0.85936 1.38054 -0.2 -0.1 0.0
C -0.89130 -2.18046 1.03428 0.0 0.0 0.0
C -1.71660 -2.96452 1.83096 0.0 0.0 0.0
C -2.26308 -2.43595 2.99021 0.0 0.0 0.0
C -1.99018 -1.12178 3.34156 0.0 0.0 0.0
C -1.16657 -0.33845 2.54455 0.0 -0.1 0.0
C 1.43233 -1.07181 -0.99370 0.1 -0.1 -0.1
C 2.20736 -2.12054 -0.49102 0.0 0.0 0.0
C 2.83333 -3.02291 -1.33868 0.0 0.0 0.0
C 2.69296 -2.89489 -2.71442 0.0 0.0 0.0
C 1.92684 -1.86303 -3.23308 0.0 0.0 0.0
C 1.30468 -0.96043 -2.37742 0.0 0.0 0.0
C 1.96472 1.10326 1.24515 0.1 0.1 0.1
C 1.62442 2.03053 2.23679 0.0 0.0 0.0
C 2.61142 2.69712 2.95026 0.0 0.0 0.0
C 3.95199 2.45129 2.68682 0.0 0.0 0.0
C 4.30385 1.54164 1.70170 0.0 0.0 0.0
C 3.31657 0.87570 0.98587 0.0 0.0 0.0
H 0.09361 3.30739 0.21947 0.0 0.0 0.0
H -1.25609 3.47215 -0.88456 -0.1 0.0 0.1
H 0.31207 1.76586 -1.68585 0.0 0.0 0.0
H -1.21338 0.98042 -1.33787 -0.1 0.1 0.0
H -0.47158 -2.61374 0.13417 0.0 0.0 0.0
H -1.92681 -3.98844 1.54676 0.0 0.0 0.0
H -2.90230 -3.04555 3.61694 0.0 0.0 0.0
H -2.42511 -0.69692 4.23721 0.0 0.0 0.0
H -0.99861 0.69051 2.83351 0.0 0.0 0.0
H 2.32497 -2.23866 0.58109 0.0 0.0 0.0
H 3.43145 -3.82584 -0.92644 0.0 0.0 0.0
H 3.18158 -3.59692 -3.37812 0.0 0.0 0.0
H 1.81736 -1.75667 -4.30537 0.0 0.0 0.0
H 0.71586 -0.15746 -2.80554 0.0 0.0 0.0
H 0.58614 2.26492 2.44551 0.1 0.0 0.0
H 2.32975 3.41525 3.70999 0.0 0.0 0.0
H 4.72022 2.97226 3.24464 0.0 0.0 0.0
H 5.34802 1.34971 1.48749 0.0 0.0 0.0
H 3.61196 0.17210 0.21579 0.0 0.0 0.0
C -4.93582 -0.30124 -4.65461 0.1 0.1 0.2
C -4.50584 0.21315 -3.35835 0.0 -0.1 -0.2
N -4.16117 0.61677 -2.34511 0.0 0.0 0.0
H -5.34918 -1.29977 -4.52970 0.0 0.0 0.0
H -4.08010 -0.34319 -5.32526 0.0 0.0 0.0
H -5.69436 0.35650 -5.07349 0.0 0.0 0.0
```
Positions in Å, forces in eV/Å.

Output
- ΔE to the lowest compared entry with this formula, charge and spin: 0.0 kcal per mole
- LUMO: -0.31 eV
- Net charge: 0
- Orbital gap: 0.2970 Ha
- E_HOMO: -0.3083 Eh

---

Entry from the Open Molecules 2025 dataset: C23H22N3NiO5 as an isolated structure (wB97M-V/def2-TZVPD).

The geometry in XYZ format:
```
54
Properties=species:S:1:pos:R:3:forces:R:3
Ni -0.13874 -0.37532 0.43488 -0.4 -0.6 0.5
O 2.35753 -2.07811 3.66636 -0.1 0.0 0.0
C 2.09749 -1.12951 4.58240 0.0 0.0 0.0
C 2.59767 -1.32218 5.87320 0.0 0.0 0.0
C 2.36345 -0.38905 6.86213 0.0 0.0 0.0
C 1.62606 0.76042 6.58736 0.0 0.0 0.0
C 1.13065 0.95358 5.31240 0.0 0.0 0.0
C 1.35043 0.02450 4.29481 0.0 0.0 0.0
C 0.80139 0.25842 2.93499 0.0 0.1 0.0
O 1.14727 -0.57819 1.99877 -0.1 0.1 -0.2
N 0.03643 1.29890 2.74869 0.0 -0.1 0.0
N -0.34562 1.31869 1.42117 -0.1 0.2 0.0
C -0.70943 2.41657 0.89068 0.0 -0.1 -0.1
C -0.86311 2.54426 -0.55258 0.1 0.0 0.1
C -1.54806 3.64585 -1.07302 0.0 0.0 0.0
C -1.60148 3.89793 -2.42813 0.0 -0.1 0.0
C -0.91377 3.03897 -3.29174 0.0 0.1 0.0
C -0.21165 1.95845 -2.80706 0.0 0.0 0.0
C -0.17102 1.65788 -1.42680 -0.2 0.1 0.0
O 0.52174 0.62500 -1.03004 0.1 0.0 -0.1
H 1.92919 -1.77150 2.82508 0.1 0.0 0.0
H 3.16722 -2.22204 6.06624 0.0 0.0 0.0
H 2.75854 -0.55621 7.85721 0.0 0.0 0.0
H 1.44226 1.49390 7.36146 0.0 0.0 0.0
H 0.55266 1.83389 5.06626 0.0 0.0 0.0
H -0.81603 3.29734 1.52365 0.0 0.0 0.0
H -2.04532 4.31407 -0.37717 0.0 0.0 0.0
H -2.15155 4.74667 -2.81215 0.0 0.0 0.0
H -0.93171 3.22292 -4.36008 0.0 0.0 0.0
H 0.32354 1.29128 -3.47111 0.0 0.0 0.0
C -1.55676 -3.29792 -3.76004 0.0 0.0 0.0
N -2.10134 -2.60539 -2.61235 0.0 0.1 0.0
C -1.89179 -1.17114 -2.74254 0.0 0.0 0.0
C -1.63000 -3.13532 -1.32844 0.1 0.0 0.1
C -0.13333 -3.00362 -1.08513 0.0 0.0 0.0
C 0.66616 -4.03119 -1.60088 0.0 0.0 0.0
C 2.04761 -3.99536 -1.56129 0.0 0.0 0.0
C 2.67347 -2.89157 -1.00341 0.0 0.0 0.0
C 1.90496 -1.86908 -0.47127 0.1 0.0 0.1
C 0.51406 -1.93148 -0.46752 -0.1 0.1 -0.2
H -2.07108 -2.95379 -4.66071 0.0 0.0 0.0
H -1.72517 -4.37333 -3.66183 0.0 0.0 0.0
H -0.47661 -3.13307 -3.90628 0.0 0.0 0.0
H -2.34659 -0.82742 -3.67471 0.0 0.0 0.0
H -0.82663 -0.89408 -2.75420 0.0 0.0 0.0
H -2.36374 -0.64673 -1.91418 0.0 0.0 -0.1
H -1.88466 -4.19937 -1.31141 0.0 0.0 0.0
H -2.18407 -2.63992 -0.54253 0.0 0.0 0.1
H 0.17025 -4.88311 -2.05485 0.0 0.0 0.0
H 2.62800 -4.81279 -1.97232 0.0 0.0 0.0
H 3.75442 -2.82374 -0.97214 0.0 0.0 0.0
H 2.40338 -1.01263 -0.03496 0.0 0.0 0.0
O -1.49341 -1.22313 1.38782 0.1 0.2 -0.3
O -1.97995 -0.62831 0.28810 0.4 0.0 0.0
```
Positions in Å, forces in eV/Å.

Output
- ΔE to the lowest compared entry with this formula, charge and spin: 0.0 kcal per mole
- LUMO (alpha / beta): 2.54 / 2.50 eV
- Net charge: -1
- Orbital gap (alpha / beta): 0.2725 / 0.2711 Ha
- E_HOMO (alpha / beta): -0.1790 / -0.1791 Eh